7 unconnected molecules or ions with the total composition C24H42O21 in a non-equilibrium geometry. Source: the OMol25 dataset; level of theory: ωB97M-V with the def2-TZVPD basis set.

Properties
* F_max: 0.1835 Eh/bohr
* SMILES: C[C@H]1COC(=O)O1.C[C@H]1COC(=O)O1.C[C@H]1COC(=O)O1.COC(=O)OC.COC(=O)OC.COC(=O)OC.COC(=O)OC
* relative energy (zero: lowest compared OMol25 entry of this formula, charge and spin): 202.0 kcal per mole
* energy: -2519.48970 Eh
* E_HOMO: -10.09 eV
* HOMO-LUMO gap: 10.101 eV

ORCA input file:
```
! wB97M-V def2-TZVPD RIJCOSX def2/J DEFGRID3
* xyz 0 1
C -9.6457 2.4626 -14.9248
C -10.7036 3.1190 -15.8689
C -10.3966 4.6747 -16.2716
O -10.5549 4.5227 -17.6835
C -10.7260 3.2904 -18.0976
O -10.8410 3.0352 -19.3207
O -10.6884 2.4014 -17.1206
H -8.7164 2.6707 -15.3682
H -9.8580 1.3782 -14.7623
H -9.5721 2.8837 -13.8883
H -11.6386 3.1659 -15.3488
H -9.4158 5.1458 -16.2130
H -11.1643 5.2764 -15.8838
C -8.6331 10.6803 -16.5555
C -7.3481 11.3970 -17.0629
C -6.9482 12.6653 -16.2217
O -5.5881 12.4735 -16.1362
C -5.2826 11.2634 -16.3251
O -4.2109 10.7471 -16.1693
O -6.3140 10.5610 -16.7844
H -9.6187 11.2132 -16.7911
H -8.7082 10.5713 -15.5093
H -8.8165 9.7534 -17.0041
H -7.5091 11.5824 -18.0765
H -7.4527 12.6256 -15.1730
H -7.3320 13.4390 -16.8198
C -16.8871 9.8147 -9.7559
C -15.4560 9.9626 -10.2139
C -15.1834 9.4776 -11.6118
O -14.7840 10.5911 -12.3182
C -14.4491 11.6103 -11.4632
O -13.8704 12.6168 -11.8579
O -14.8832 11.2721 -10.2269
H -17.2729 8.8019 -10.0336
H -17.3850 10.6209 -10.2926
H -16.7895 10.1034 -8.6401
H -14.8258 9.3574 -9.5987
H -16.0270 9.0974 -12.2791
H -14.4232 8.7334 -11.5258
C -4.9317 9.0684 -19.6728
O -5.4765 8.0248 -20.3666
C -6.5379 7.3655 -19.7288
O -6.8004 7.6704 -18.3320
O -7.1955 6.4695 -20.4302
C -8.3119 5.7705 -19.9678
H -4.1341 9.5652 -20.2442
H -4.5621 8.6598 -18.7276
H -5.7080 9.7807 -19.4270
H -8.2554 4.7499 -20.3421
H -9.1758 6.1149 -20.5314
H -8.4667 5.7729 -18.9073
C -16.0446 0.3575 -15.3521
O -16.2418 1.7176 -15.7325
C -15.1116 2.4793 -15.8475
O -13.8239 1.9661 -15.8245
O -15.4171 3.7616 -15.8434
C -14.3960 4.6878 -16.1174
H -15.3433 -0.2351 -15.9010
H -17.0412 -0.1504 -15.2827
H -15.6737 0.3323 -14.3088
H -13.3485 4.2541 -16.3255
H -14.2999 5.2863 -15.2571
H -14.5033 5.3541 -16.9618
C -11.4898 6.3269 -12.7857
O -12.4924 5.4327 -13.1017
C -12.3715 4.1692 -12.7478
O -11.4584 3.6933 -11.8886
O -13.2947 3.3221 -13.1717
C -13.5878 2.1053 -12.5745
H -10.6222 6.0581 -12.1093
H -12.0192 7.1166 -12.2802
H -11.0481 6.7572 -13.6632
H -14.6577 2.0522 -12.7661
H -13.2897 2.0681 -11.5074
H -13.0145 1.2836 -12.9566
C -14.0956 8.7221 -14.8989
O -13.4884 7.7582 -15.7156
C -12.5161 8.2334 -16.5271
O -11.9383 9.5472 -16.4965
O -12.0549 7.3862 -17.3247
C -11.0269 7.6365 -18.2841
H -13.8204 9.7574 -15.1669
H -13.7946 8.6177 -13.8683
H -15.1226 8.5507 -14.9396
H -11.3422 8.2799 -19.1131
H -10.7904 6.6436 -18.6126
H -10.1107 7.8677 -17.7303
*
```

***

C4H8F2 in the gas phase in a non-equilibrium geometry. Source: the OMol25 dataset; level of theory: ωB97M-V with the def2-TZVPD basis set.

Properties
* F_max: 0.0778 Eh/bohr
* SMILES: CC[C@@H](F)CF
* relative energy (zero: lowest compared OMol25 entry of this formula, charge and spin): 31.9 kcal per mole
* energy: -356.90275 Eh
* E_HOMO: -11.41 eV
* HOMO-LUMO gap: 12.539 eV

ORCA input file:
```
! wB97M-V def2-TZVPD RIJCOSX def2/J DEFGRID3
* xyz 0 1
C -0.1351 0.4300 -1.5989
C -0.9077 0.5391 -0.2585
C 0.0051 0.3033 0.9079
C 0.7937 -1.0083 0.9870
H -0.6985 0.3939 -2.5076
H 0.6035 1.3333 -1.5752
H 0.4682 -0.5233 -1.3707
H -1.6499 -0.2436 -0.3796
H -1.5237 1.4739 -0.1655
H 0.7611 1.0496 1.0949
H 0.0559 -1.7158 0.8169
H 1.2252 -1.0947 2.0108
F -0.8207 0.2569 2.0349
F 1.8228 -1.1943 0.0037
*
```

***

A molecular structure, C10H6ClN2O4S2V in a non-equilibrium geometry. Source: the OMol25 dataset; level of theory: ωB97M-V with the def2-TZVPD basis set.

Properties
* F_max: 0.0536 Eh/bohr
* energy: -2995.55789 Eh
* E_HOMO (spin up / spin down): -4.41 / -5.04 eV
* <S²>: 3.773
* HOMO-LUMO gap (spin up / spin down): 7.009 / 7.408 eV

ORCA input file:
```
! wB97M-V def2-TZVPD RIJCOSX def2/J DEFGRID3
* xyz -1 4
V 0.0368 -0.0512 -0.0025
C 2.3856 2.1061 0.0331
C 3.1681 1.2164 0.7597
C 2.5902 0.4548 1.7625
C 1.2403 0.6155 2.0808
C 0.4674 1.5862 1.4260
C 1.0441 2.2845 0.3541
H 2.8181 2.6718 -0.7818
H 4.2136 1.0900 0.5124
H 3.1833 -0.2680 2.3074
H 0.8133 0.0817 2.9192
H -0.4873 1.8908 1.8278
H 0.4532 3.0248 -0.1686
S -1.6889 -0.9685 1.2868
C -2.5770 -0.4380 -0.0999
S -1.9032 1.0009 -0.7821
C -3.6320 -1.1300 -0.6555
C -4.2689 -0.7067 -1.8535
N -4.8124 -0.4041 -2.8248
C -4.1203 -2.3440 -0.1015
N -4.5448 -3.3338 0.3116
O 1.5454 -2.9735 -1.2107
Cl 1.1289 -1.7054 -1.6883
O 1.4614 -1.5163 -3.0517
O 1.7759 -0.6589 -0.8851
O -0.2909 -1.5252 -1.4758
*
```

***

5 unconnected molecules or ions with the total composition C3H18NO4 in a non-equilibrium geometry. Source: the OMol25 dataset; level of theory: ωB97M-V with the def2-TZVPD basis set.

Properties
* F_max: 0.0267 Eh/bohr
* relative energy (zero: lowest compared OMol25 entry of this formula, charge and spin): 15.5 kcal per mole
* energy: -480.65916 Eh
* E_HOMO (spin up / spin down): -2.78 / -10.56 eV
* <S²>: 0.751
* HOMO-LUMO gap (spin up / spin down): 3.354 / 10.823 eV

ORCA input file:
```
! wB97M-V def2-TZVPD RIJCOSX def2/J DEFGRID3
* xyz 0 2
C 0.5498 -2.1755 2.1492
C -0.6289 -1.2346 1.9252
N -0.7090 -0.7254 0.5304
C -1.9493 0.0166 0.2144
H 1.4722 -1.6696 2.3958
H 0.2883 -2.8993 2.9283
H 0.6646 -2.8332 1.2903
H -1.5843 -1.6413 2.2428
H -0.4492 -0.3679 2.5606
H -0.4812 -1.4329 -0.1927
H 0.1793 -0.1734 0.4554
H -1.7530 1.0733 0.2127
H -2.7369 -0.2398 0.9213
H -2.3298 -0.3972 -0.7086
H 1.0433 2.6180 1.4999
H 0.1670 2.8950 2.7237
O 0.1366 2.5487 1.8241
H 2.8427 0.1598 -2.7725
H 3.1501 1.5386 -2.2153
O 2.6282 0.7397 -2.0256
H -0.5705 -1.9608 -2.6046
H -2.0677 -1.6276 -3.0102
O -1.4179 -1.6071 -2.2982
H 1.5197 3.3084 -2.0221
H 0.6185 2.7722 -3.0395
O 1.4176 3.3153 -2.9845
*
```

***

Q: The lowest energy belongs to which entry?
A: C10H6ClN2O4S2V